Entry 1:
Here is a 5-piece molecular cluster, C5H18NO6 overall at a distorted geometry from OMol25. Energies are from ωB97M-V with the def2-TZVPD basis set.

Calculated values
E_HOMO   -5.413 eV
E_LUMO   3.4 eV
Orbital gap   8.764 eV
ΔE to the lowest compared entry with this formula, charge and spin   62.5 kcal per mole
Total charge   -1

Positions of all 30 atoms, in Å:
C1 0.57 -1.14 -1.64
O1 1.82 -1.50 -1.08
C2 -0.29 -0.60 -0.47
C3 -1.68 -0.20 -0.98
C4 -2.54 0.40 0.14
C5 -1.92 1.59 0.80
O2 -2.47 2.15 1.72
N1 -0.47 -1.70 0.49
H1 0.72 -0.45 -2.48
H2 0.22 -2.13 -1.97
H3 0.31 0.15 0.03
H4 -1.59 0.41 -1.90
H5 -2.14 -1.11 -1.40
H6 -2.85 -0.39 0.83
H7 -3.59 0.62 -0.20
H8 -0.90 1.94 0.54
H9 0.43 -1.80 0.96
H10 -0.77 -2.54 0.02
H11 1.30 1.64 -2.11
H12 2.72 1.95 -1.63
O3 2.12 2.02 -2.43
H13 -0.76 -0.53 3.34
H14 -1.35 -1.39 2.19
O4 -1.49 -1.11 3.12
H15 1.97 0.76 0.90
H16 2.00 1.14 2.40
O5 1.40 0.65 1.82
H17 3.87 0.87 -0.13
H18 2.44 -0.82 -0.79
O6 2.92 1.10 -0.10

Entry 2:
Here is a 8-piece molecular cluster, C3H18N2O7 overall at a distorted geometry from OMol25. Energies are from ωB97M-V with the def2-TZVPD basis set.

Calculated values
E_HOMO   -9.180 eV
E_LUMO   0.4 eV
Orbital gap   9.550 eV
ΔE to the lowest compared entry with this formula, charge and spin   0.0 kcal per mole
SMILES   c1c[nH]cn1.O.O.O.O.O.O.O

Positions of all 30 atoms, in Å:
C1 2.61 -0.66 -1.38
C2 1.81 -1.74 -1.06
N1 0.63 -1.09 -0.67
C3 0.73 0.25 -0.86
N2 2.00 0.55 -1.29
H1 3.63 -0.85 -1.54
H2 1.94 -2.85 -0.99
H3 -0.26 -1.45 -0.50
H4 -0.10 0.98 -0.67
O1 -2.41 0.80 1.31
H5 -3.07 1.02 1.91
H6 -1.52 1.03 1.57
O2 2.50 -0.62 2.24
H7 2.68 -1.08 1.40
H8 2.71 -1.23 2.92
O3 -1.97 2.34 -0.98
H9 -2.11 1.45 -1.41
H10 -2.20 2.20 -0.10
O4 -1.64 -2.11 1.70
H11 -2.14 -2.76 1.19
H12 -2.06 -1.20 1.49
O5 0.17 1.19 1.74
H13 0.83 0.52 1.76
H14 0.55 1.96 1.33
O6 -1.66 -2.18 -2.44
H15 -0.82 -2.21 -2.22
H16 -1.93 -2.07 -3.31
O7 0.32 3.41 0.05
H17 -0.37 3.10 -0.60
H18 1.13 3.31 -0.54

Entry 3:
Here is one molecule with the formula C3H4NOP at a distorted geometry from OMol25. Energies are from ωB97M-V with the def2-TZVPD basis set.

Calculated values
E_HOMO   -9.821 eV
E_LUMO   -0.8 eV
Orbital gap   9.065 eV
ΔE to the lowest compared entry with this formula, charge and spin   29.5 kcal per mole
SMILES   [H]/P=C1\CNC1=O

Positions of all 10 atoms, in Å:
H1 1.14 2.61 0.36
P1 2.26 1.58 0.02
C1 1.31 0.20 -0.13
C2 -0.18 -0.22 -0.09
N1 0.25 -1.59 0.10
C3 1.64 -1.28 0.00
O1 2.63 -1.98 -0.02
H2 -0.70 0.33 0.63
H3 -0.76 0.03 -1.14
H4 -0.07 -2.41 0.55

Entry 4:
Here is C9H14GaN2O5 as an isolated structure from OMol25. Energies are from ωB97M-V with the def2-TZVPD basis set.

Calculated values
E_HOMO   -4.151 eV
E_LUMO   0.7 eV
Orbital gap   4.828 eV
Total charge   -1

Positions of all 31 atoms, in Å:
N1 3.06 -1.87 1.19
C1 2.48 -2.09 -0.16
Ga1 0.75 -3.14 0.05
N2 1.18 -4.67 1.16
C2 -0.53 -1.85 1.04
C3 -1.93 -2.24 1.06
O1 -2.70 -2.32 0.11
H1 3.09 -2.76 1.67
H2 4.01 -1.51 1.15
H3 3.18 -2.61 -0.83
H4 2.22 -1.11 -0.59
H5 0.19 -3.59 -1.39
H6 0.89 -4.60 2.13
H7 0.84 -5.55 0.79
H8 -0.16 -1.70 2.06
H9 -0.39 -0.91 0.49
H10 -2.34 -2.50 2.07
C4 -1.10 4.41 -0.02
C5 -0.41 3.35 0.43
C6 -0.25 2.09 -0.39
O2 0.42 1.21 0.11
C7 -0.88 2.02 -1.70
C8 -1.57 3.08 -2.14
C9 -1.71 4.34 -1.33
O3 -2.35 5.25 -1.84
O4 -2.19 3.13 -3.31
O5 0.19 3.30 1.60
H11 -1.22 5.32 0.55
H12 -0.77 1.10 -2.26
H13 -2.60 4.01 -3.36
H14 0.60 2.41 1.65

Entry 5:
Here is a 3-piece molecular cluster, H6O3 overall at a distorted geometry from OMol25. Energies are from ωB97M-V with the def2-TZVPD basis set.

Calculated values
E_HOMO (alpha / beta)   -17.229 / -13.794 eV
E_LUMO (alpha / beta)   -3.0 / -12.2 eV
Orbital gap (alpha / beta)   14.236 / 1.548 eV
ΔE to the lowest compared entry with this formula, charge and spin   39.0 kcal per mole
Total charge   +1
Spin multiplicity   2

Positions of all 9 atoms, in Å:
O1 -3.93 -2.09 3.70
H1 -2.96 -2.10 3.85
H2 -4.10 -2.35 4.62
O2 2.80 1.93 -5.42
H3 3.48 1.31 -5.02
H4 3.43 2.65 -5.60
O3 0.23 0.61 1.18
H5 1.04 0.41 1.70
H6 0.01 -0.36 0.99

Entry 6:
Here is one molecule with the formula C19H16N2O2S at a distorted geometry from OMol25. Energies are from ωB97M-V with the def2-TZVPD basis set.

Calculated values
E_HOMO   -8.345 eV
E_LUMO   0.3 eV
Orbital gap   8.599 eV
ΔE to the lowest compared entry with this formula, charge and spin   54.0 kcal per mole
SMILES   COc1ccc(C(=O)CSc2ccc(-c3ccccc3)nn2)cc1

Positions of all 40 atoms, in Å:
C1 -6.58 -2.66 -0.52
O1 -5.19 -2.55 -0.34
C2 -4.66 -1.35 -0.03
C3 -5.39 -0.17 0.12
C4 -4.73 1.00 0.43
C5 -3.34 1.05 0.57
C6 -2.73 2.35 0.88
O2 -3.38 3.29 1.29
C7 -1.24 2.50 0.66
S1 -0.79 2.12 -1.07
C8 0.77 1.36 -0.84
C9 1.55 1.02 -1.96
C10 2.79 0.50 -1.71
C11 3.19 0.35 -0.37
C12 4.52 -0.13 0.01
C13 5.62 0.03 -0.83
C14 6.87 -0.41 -0.43
C15 7.04 -1.02 0.80
C16 5.96 -1.18 1.64
C17 4.71 -0.74 1.26
N1 2.36 0.63 0.62
N2 1.19 1.13 0.40
C18 -2.62 -0.14 0.43
C19 -3.27 -1.32 0.13
H1 -6.78 -3.70 -0.75
H2 -7.13 -2.38 0.40
H3 -6.93 -2.03 -1.35
H4 -6.46 -0.16 0.00
H5 -5.28 1.92 0.55
H6 -0.65 1.82 1.28
H7 -0.95 3.54 0.86
H8 1.16 1.16 -2.95
H9 3.43 0.19 -2.52
H10 5.51 0.52 -1.78
H11 7.72 -0.28 -1.09
H12 8.02 -1.37 1.10
H13 6.09 -1.65 2.61
H14 3.85 -0.85 1.91
H15 -1.55 -0.16 0.57
H16 -2.72 -2.24 0.02

Entry 7:
Here is C30H33BrFeN4O2 as an isolated structure from OMol25. Energies are from ωB97M-V with the def2-TZVPD basis set.

Calculated values
E_HOMO (alpha / beta)   -6.401 / -7.429 eV
E_LUMO (alpha / beta)   0.1 / -0.8 eV
Orbital gap (alpha / beta)   6.516 / 6.648 eV
ΔE to the lowest compared entry with this formula, charge and spin   21.2 kcal per mole
Spin multiplicity   5

Positions of all 71 atoms, in Å:
Fe1 -0.05 -0.90 -1.93
C1 -1.76 -0.20 1.84
C2 -1.62 -1.21 0.72
C3 -2.41 -1.07 -0.42
C4 -3.33 0.13 -0.55
C5 -2.35 -2.03 -1.44
C6 -3.38 -2.02 -2.55
C7 -1.39 -3.05 -1.37
C8 -1.24 -4.05 -2.49
C9 -0.57 -3.18 -0.22
C10 0.38 -4.35 -0.16
C11 -0.71 -2.27 0.83
C12 0.11 -2.39 2.10
H1 -1.12 0.67 1.67
H2 -1.47 -0.62 2.81
H3 -2.78 0.15 1.93
H4 -4.26 -0.01 0.00
H5 -3.57 0.32 -1.59
H6 -2.84 1.03 -0.17
H7 -3.04 -1.42 -3.40
H8 -4.32 -1.61 -2.20
H9 -3.58 -3.03 -2.90
H10 -1.73 -4.99 -2.26
H11 -0.18 -4.26 -2.68
H12 -1.65 -3.67 -3.42
H13 1.31 -4.15 -0.71
H14 -0.07 -5.24 -0.59
H15 0.65 -4.60 0.87
H16 -0.50 -2.75 2.93
H17 0.52 -1.42 2.39
H18 0.95 -3.06 1.99
N1 3.20 0.04 -3.70
C13 2.06 -0.65 -3.53
O1 1.97 -1.54 -2.67
C14 0.88 -0.31 -4.42
C15 -0.35 -1.04 -3.90
H19 3.97 -0.13 -3.07
H20 3.25 0.80 -4.34
H21 1.15 -0.55 -5.45
H22 0.73 0.78 -4.37
H23 -0.32 -2.09 -4.23
H24 -1.27 -0.58 -4.25
Br1 -0.74 1.73 7.04
C16 0.17 2.53 5.59
C17 1.54 2.78 5.69
C18 2.19 3.39 4.64
C19 1.51 3.74 3.47
C20 0.13 3.47 3.39
C21 -0.53 2.87 4.45
N2 2.26 4.31 2.45
N3 1.64 4.55 1.33
C22 1.19 3.67 0.45
C23 0.26 4.10 -0.53
C24 -0.40 3.22 -1.37
C25 -0.15 1.84 -1.33
O2 -0.75 0.98 -2.07
C26 0.86 1.39 -0.39
N4 1.09 0.05 -0.40
C27 2.06 -0.44 0.34
C28 2.87 0.37 1.14
C29 2.62 1.71 1.20
C30 1.57 2.26 0.44
H25 2.07 2.50 6.59
H26 3.26 3.58 4.69
H27 -0.41 3.74 2.49
H28 -1.59 2.66 4.38
H29 0.02 5.15 -0.54
H30 -1.14 3.58 -2.06
H31 2.21 -1.51 0.28
H32 3.68 -0.08 1.70
H33 3.24 2.36 1.81

Entry 8:
Here is C39H42CrF6I2N3O4S2 as an isolated structure at a distorted geometry from OMol25. Energies are from ωB97M-V with the def2-TZVPD basis set.

Calculated values
E_HOMO (alpha / beta)   -8.545 / -8.542 eV
E_LUMO (alpha / beta)   -1.9 / -2.0 eV
Orbital gap (alpha / beta)   6.646 / 6.577 eV
Spin multiplicity   2

Positions of all 99 atoms, in Å:
Cr1 -0.20 -2.10 -0.09
C1 -2.83 2.70 1.99
C2 -3.05 1.17 1.95
C3 -4.55 0.93 2.22
C4 -2.19 0.45 2.99
C5 -2.64 0.62 4.30
C6 -1.99 0.06 5.37
C7 -0.85 -0.67 5.14
C8 -0.35 -0.87 3.86
C9 0.99 -1.57 3.86
C10 2.92 -0.32 4.40
C11 1.00 -2.89 3.11
C12 -1.03 -0.34 2.74
N1 -0.60 -0.53 1.34
C13 -0.13 0.49 0.72
C14 -0.08 0.48 -0.78
N2 -0.46 -0.56 -1.44
C15 -0.86 -0.38 -2.84
C16 -2.10 0.26 -3.08
C17 -2.49 0.55 -4.38
C18 -1.70 0.20 -5.46
C19 -0.52 -0.47 -5.23
C20 -0.06 -0.77 -3.95
C21 1.31 -1.40 -3.93
C22 1.43 -2.65 -3.06
C23 2.36 -0.37 -3.52
C24 -3.13 0.63 -2.01
C25 -4.50 0.05 -2.36
C26 -3.27 2.15 -1.85
C27 0.33 1.82 -1.21
C28 0.58 2.42 -2.42
C29 1.00 3.77 -2.43
C30 1.17 4.49 -1.27
C31 0.94 3.90 -0.01
C32 1.10 4.50 1.27
C33 0.90 3.77 2.41
C34 0.49 2.41 2.38
C35 0.28 1.83 1.16
C36 0.53 2.57 -0.02
H1 -3.66 3.20 1.48
H2 -1.91 3.01 1.52
H3 -2.82 3.05 3.03
H4 -2.81 0.80 0.96
H5 -4.91 1.58 3.02
H6 -4.75 -0.10 2.49
H7 -5.12 1.17 1.32
H8 -3.53 1.21 4.47
H9 -2.36 0.21 6.38
H10 -0.31 -1.10 5.98
H11 1.22 -1.79 4.90
H12 3.47 0.55 4.07
H13 3.61 -1.16 4.54
H14 2.43 -0.09 5.35
H15 0.47 -2.82 2.17
H16 0.50 -3.65 3.71
H17 2.02 -3.22 2.91
H18 -3.43 1.06 -4.55
H19 -2.02 0.44 -6.47
H20 0.09 -0.76 -6.07
H21 1.52 -1.69 -4.96
H22 1.67 -2.37 -2.05
H23 2.25 -3.28 -3.40
H24 0.52 -3.25 -3.09
H25 2.13 -0.02 -2.52
H26 2.38 0.48 -4.20
H27 3.35 -0.82 -3.48
H28 -2.83 0.20 -1.06
H29 -4.95 0.59 -3.20
H30 -5.17 0.14 -1.51
H31 -4.43 -1.01 -2.63
H32 -3.42 2.63 -2.82
H33 -2.40 2.61 -1.38
H34 -4.14 2.37 -1.23
H35 0.46 1.89 -3.36
H36 1.19 4.24 -3.38
H37 1.50 5.52 -1.33
H38 1.41 5.54 1.33
H39 1.05 4.24 3.37
H40 0.35 1.88 3.31
I1 0.62 -4.61 -0.29
C37 -2.01 -3.12 -0.09
I2 -3.92 -2.25 0.32
H41 -1.97 -3.92 0.64
H42 -2.14 -3.59 -1.06
F1 5.18 0.25 0.54
C38 3.86 0.25 0.36
F2 3.58 0.87 -0.78
F3 3.31 0.98 1.35
S1 3.30 -1.57 0.30
O1 1.83 -1.41 -0.07
O2 1.95 -0.63 3.40
N3 4.06 -1.89 -1.10
S2 5.38 -2.75 -0.85
O3 6.41 -2.50 -1.81
O4 5.71 -2.80 0.56
C39 4.76 -4.46 -1.19
F4 4.07 -4.50 -2.34
F5 5.73 -5.37 -1.26
F6 3.94 -4.80 -0.19

Entry 9:
Here is C38H58N12O3Sr as an isolated structure from OMol25. Energies are from ωB97M-V with the def2-TZVPD basis set.

Calculated values
E_HOMO   -12.574 eV
E_LUMO   -3.8 eV
Orbital gap   8.753 eV
ΔE to the lowest compared entry with this formula, charge and spin   0.0 kcal per mole
Total charge   +2

Positions of all 112 atoms, in Å:
Sr1 -0.23 0.91 0.22
C1 0.45 1.84 3.55
N1 -0.85 1.66 2.86
C2 -1.71 0.74 3.61
C3 -1.34 -0.71 3.43
C4 -1.00 -1.52 4.50
C5 -0.74 -2.86 4.27
C6 -0.84 -3.35 2.98
C7 -1.17 -2.46 1.97
N2 -1.40 -1.16 2.17
C8 -1.53 2.96 2.75
C9 -0.82 3.96 1.87
C10 -1.08 5.31 2.02
C11 -0.45 6.21 1.17
C12 0.44 5.73 0.23
C13 0.65 4.36 0.16
N3 0.03 3.48 0.96
C14 1.42 0.70 3.34
C15 2.30 0.33 4.34
C16 3.21 -0.69 4.10
C17 3.22 -1.31 2.86
C18 2.31 -0.87 1.91
N4 1.43 0.11 2.14
H1 0.30 1.99 4.62
H2 0.92 2.74 3.17
H3 -2.72 0.86 3.23
H4 -1.74 1.00 4.68
H5 -0.95 -1.10 5.50
H6 -0.47 -3.51 5.10
H7 -0.68 -4.39 2.76
H8 -1.27 -2.81 0.94
H9 -1.71 3.41 3.73
H10 -2.52 2.77 2.32
H11 -1.77 5.65 2.78
H12 -0.64 7.27 1.27
H13 0.97 6.39 -0.44
H14 1.36 3.94 -0.54
H15 2.27 0.82 5.31
H16 3.91 -1.00 4.87
H17 3.90 -2.11 2.63
H18 2.28 -1.32 0.92
C19 -3.81 3.02 -3.71
N5 -3.54 2.86 -2.28
C20 -4.60 3.26 -1.36
C21 -2.38 2.40 -1.82
O1 -2.13 2.26 -0.61
C22 -1.30 2.06 -2.84
O2 -0.08 1.94 -2.12
C23 1.06 1.78 -2.96
C24 2.26 1.73 -2.02
O3 2.08 1.53 -0.81
N6 3.47 1.89 -2.56
C25 3.68 2.09 -3.99
C26 4.66 1.93 -1.71
H19 -3.50 4.00 -4.07
H20 -4.89 2.92 -3.86
H21 -3.33 2.23 -4.29
H22 -4.96 4.25 -1.64
H23 -4.21 3.30 -0.35
H24 -5.43 2.55 -1.41
H25 -1.21 2.84 -3.60
H26 -1.55 1.11 -3.33
H27 1.13 2.61 -3.66
H28 0.99 0.85 -3.53
H29 3.01 1.47 -4.58
H30 4.69 1.79 -4.24
H31 3.55 3.14 -4.28
H32 4.36 1.83 -0.67
H33 5.17 2.88 -1.85
H34 5.34 1.12 -1.98
C27 -4.02 -0.23 0.71
N7 -3.84 -1.42 -0.07
C28 -4.64 -2.59 0.25
C29 -4.19 -3.57 -0.82
N8 -2.86 -3.08 -1.20
C30 -2.43 -3.56 -2.51
C31 -2.73 -1.75 -0.80
N9 -1.75 -0.93 -0.99
C32 -0.57 -1.36 -1.73
C33 0.33 -2.37 -1.03
N10 1.67 -2.13 -1.50
C34 2.67 -2.81 -1.06
N11 2.75 -3.81 -0.10
C35 1.71 -4.78 0.17
C36 4.12 -4.34 -0.09
C37 4.93 -3.18 -0.62
N12 3.96 -2.54 -1.50
C38 4.29 -1.27 -2.11
H35 -5.01 0.19 0.53
H36 -3.29 0.52 0.42
H37 -3.92 -0.44 1.78
H38 -5.70 -2.37 0.20
H39 -4.41 -2.95 1.26
H40 -4.86 -3.54 -1.69
H41 -4.13 -4.60 -0.47
H42 -2.65 -4.63 -2.55
H43 -1.37 -3.45 -2.68
H44 -2.98 -3.07 -3.32
H45 0.08 -0.49 -1.87
H46 -0.80 -1.66 -2.76
H47 -0.03 -3.39 -1.20
H48 0.23 -2.19 0.06
H49 0.80 -4.31 0.54
H50 2.07 -5.45 0.95
H51 1.46 -5.39 -0.71
H52 4.20 -5.21 -0.76
H53 4.40 -4.65 0.91
H54 5.82 -3.49 -1.17
H55 5.24 -2.50 0.19
H56 5.15 -1.39 -2.78
H57 4.55 -0.52 -1.34
H58 3.44 -0.92 -2.68